a.
13
Properties=species:S:1:pos:R:3 method="wB97M-V/def2-TZVPD" gap_ev="9.85 / 9.86"
C -1.616 0.806 -1.014
C 1.368 -1.090 -0.101
N 0.223 -0.676 0.635
N 0.516 0.057 1.699
O -0.303 0.455 -0.726
H -0.302 0.351 2.219
H 1.224 0.786 1.591
H -2.155 1.150 -0.113
H -2.185 -0.020 -1.469
H -1.604 1.646 -1.725
H 1.081 -0.699 -1.122
H 1.446 -2.173 -0.037
H 2.308 -0.593 0.163

***

b.
13
Properties=species:S:1:pos:R:3 method="wB97M-V/def2-TZVPD" gap_ev=8.21 smiles="C=N.NCO"
C -0.873 1.542 0.345
N 0.413 1.775 0.498
H -1.514 1.266 1.188
H -1.363 1.954 -0.546
H 0.549 2.786 0.367
H 0.367 0.608 -0.442
N 0.123 -1.601 0.856
C -0.128 -1.396 -0.583
O 0.487 -0.237 -1.101
H 1.033 -2.007 1.001
H 0.067 -0.728 1.371
H 0.237 -2.286 -1.105
H -1.223 -1.339 -0.704

***

Which of them is the most stable? Correct choice: b.

***

a.
12
Properties=species:S:1:pos:R:3 method="wB97M-V/def2-TZVPD" gap_ev="8.32 / 8.53"
C 1.771 0.960 -0.307
C 1.020 -0.091 -0.692
C 0.424 -0.983 0.211
C -1.969 -0.024 0.490
F -2.696 -0.726 -0.388
F -1.845 1.241 0.070
H 2.239 1.616 -1.019
H 1.930 1.174 0.736
H 0.869 -0.280 -1.747
H -0.035 -1.891 -0.131
H 0.617 -0.892 1.266
H -2.325 -0.104 1.511

***

b.
12
Properties=species:S:1:pos:R:3 method="wB97M-V/def2-TZVPD" gap_ev=10.79 smiles="C=C(F)CCF"
C 1.681 -0.084 0.266
C 0.297 -0.396 -0.293
C -0.861 0.562 0.007
C -2.050 0.087 0.049
H 2.432 -0.828 -0.103
H 1.693 -0.116 1.384
H -0.035 -1.383 0.022
H 0.456 -0.608 -1.370
H -2.962 0.684 0.171
H -2.082 -0.991 0.041
F 2.119 1.208 -0.145
F -0.687 1.866 -0.030

***

Which of them is the most stable? Correct choice: b.

***

a.
12
Properties=species:S:1:pos:R:3 method="wB97M-V/def2-TZVPD" gap_ev=12.45 smiles=F[C@H]1CC[C@@H]1F
C -0.686 -0.707 -0.353
C -0.763 0.803 -0.062
C 0.784 0.782 0.062
C 0.657 -0.719 0.347
H -0.535 -0.927 -1.416
H -1.209 1.439 -0.814
H -1.238 0.951 0.920
H 1.223 1.421 0.806
H 1.275 0.934 -0.920
H 0.531 -0.917 1.429
F -1.676 -1.514 0.154
F 1.637 -1.545 -0.153

***

b.
12
Properties=species:S:1:pos:R:3 method="wB97M-V/def2-TZVPD" gap_ev=10.68
C -0.949 1.008 -0.464
C -0.258 0.260 0.766
C 1.266 -0.285 0.337
C -0.028 -1.197 0.203
H -1.038 2.088 0.009
H -2.116 0.600 -1.068
H 0.127 1.144 -1.440
H -0.484 0.190 1.764
H 2.034 -0.472 0.910
H 0.172 -2.192 0.783
F 1.829 0.229 -0.856
F -0.555 -1.371 -0.944

***

Which of them is the most stable? Correct choice: a.